# 1
Here is a 15-piece molecular cluster, C42H121N7O15 overall in a non-equilibrium geometry from the Open Molecules 2025 dataset. Energies are from ωB97M-V with the def2-TZVPD basis set.

Results
Orbital gap (spin up / spin down) ... 8.2230 / 2.5551 eV
Charge ... +1
F_max ... 3.71 eV/A
HOMO energy (spin up / spin down) ... -10.72 / -10.72 eV
2S+1 ... 2

Last column: Löwdin charge in e.
Atoms and positions in Å:
O1 -2.462 -2.218 -2.726  -0.039
H1 -3.078 -1.487 -2.678  0.014
H2 -2.951 -2.915 -3.166  0.064
C1 2.995 -2.046 3.886  -0.036
C2 3.779 -2.424 2.701  -0.365
C3 3.911 -1.367 1.579  -0.143
O2 4.675 -1.808 0.497  -0.174
C4 4.590 -0.912 -0.638  -0.035
N1 5.070 -2.778 3.160  0.323
H3 3.444 -1.201 4.409  0.088
H4 2.984 -2.875 4.593  0.098
H5 1.940 -1.879 3.669  0.092
H6 3.393 -3.338 2.249  0.163
H7 4.230 -0.416 2.006  0.133
H8 2.868 -1.340 1.265  0.137
H9 4.954 -1.395 -1.545  0.112
H10 5.158 -0.023 -0.365  0.087
H11 3.536 -0.634 -0.653  0.072
H12 5.638 -2.010 3.485  0.160
H13 5.600 -2.974 2.323  0.142
C5 3.622 2.403 -2.474  -0.056
C6 4.727 3.424 -2.829  -0.425
C7 5.742 3.554 -1.659  -0.172
O3 6.614 4.703 -1.952  -0.185
C8 7.664 4.753 -1.058  -0.142
N2 5.400 3.102 -4.067  0.061
H14 3.967 1.434 -2.112  0.050
H15 3.023 2.113 -3.337  0.071
H16 2.872 2.770 -1.775  0.058
H17 4.253 4.406 -2.798  0.126
H18 6.260 2.596 -1.611  0.113
H19 5.305 3.675 -0.668  0.113
H20 8.303 3.875 -1.148  0.086
H21 7.197 4.836 -0.077  0.086
H22 8.333 5.596 -1.233  0.094
H23 5.790 2.177 -3.955  0.071
H24 6.283 3.587 -3.994  0.066
C9 -4.483 2.126 -3.799  -0.048
C10 -4.651 0.759 -4.463  -0.478
C11 -5.529 -0.174 -3.717  -0.193
O4 -4.858 -0.722 -2.587  -0.234
C12 -5.540 -1.726 -1.872  -0.094
N3 -5.192 0.999 -5.754  0.048
H25 -4.075 2.094 -2.788  0.060
H26 -5.448 2.619 -3.680  0.080
H27 -3.907 2.822 -4.407  0.076
H28 -3.705 0.249 -4.643  0.142
H29 -5.745 -0.986 -4.411  0.132
H30 -6.396 0.364 -3.333  0.138
H31 -6.414 -1.254 -1.424  0.094
H32 -4.819 -2.047 -1.120  0.066
H33 -5.852 -2.601 -2.441  0.096
H34 -6.090 1.420 -5.564  0.076
H35 -5.506 0.143 -6.187  0.077
C13 1.336 -2.505 -1.733  -0.068
C14 1.155 -1.977 -3.143  -0.373
C15 1.232 -3.219 -4.126  -0.185
O5 2.472 -3.898 -4.098  -0.195
C16 2.596 -4.797 -5.230  -0.086
N4 -0.052 -1.185 -3.324  0.060
H36 1.391 -1.662 -1.045  0.051
H37 2.242 -3.090 -1.576  0.080
H38 0.457 -3.094 -1.469  0.075
H39 1.959 -1.252 -3.266  0.133
H40 0.976 -2.930 -5.145  0.120
H41 0.484 -3.961 -3.844  0.121
H42 2.764 -4.244 -6.153  0.088
H43 1.698 -5.402 -5.363  0.082
H44 3.391 -5.529 -5.091  0.084
H45 -0.087 -0.669 -2.456  0.054
H46 -0.906 -1.722 -3.273  0.034
C17 1.652 4.609 0.904  -0.029
C18 1.356 3.207 1.425  -0.386
C19 2.534 2.471 2.146  -0.218
O6 3.207 3.112 3.170  -0.157
C20 4.163 2.251 3.757  -0.098
N5 0.272 3.280 2.356  0.058
H47 0.730 5.081 0.567  0.056
H48 2.377 4.687 0.094  0.072
H49 2.100 5.183 1.716  0.088
H50 1.032 2.546 0.622  0.125
H51 3.298 2.154 1.437  0.112
H52 2.107 1.563 2.574  0.098
H53 4.460 2.763 4.672  0.102
H54 5.079 2.139 3.177  0.083
H55 3.774 1.249 3.938  0.060
H56 -0.490 3.736 1.875  0.050
H57 0.553 3.907 3.096  0.107
C21 2.328 -7.832 2.530  -0.036
C22 2.042 -6.482 3.221  -0.433
C23 0.525 -6.067 3.363  -0.195
O7 -0.323 -5.875 2.234  -0.140
C24 0.171 -4.722 1.592  -0.131
N6 2.691 -6.382 4.530  0.035
H58 1.920 -7.551 1.559  0.077
H59 1.842 -8.703 2.970  0.087
H60 3.369 -8.042 2.284  0.081
H61 2.573 -5.703 2.674  0.093
H62 0.253 -5.370 4.155  0.121
H63 0.098 -6.965 3.810  0.125
H64 0.188 -3.785 2.149  0.077
H65 -0.459 -4.460 0.742  0.072
H66 1.168 -4.881 1.181  0.078
H67 2.659 -7.311 4.926  0.071
H68 2.143 -5.789 5.136  0.056
C25 -2.307 -1.457 1.583  -0.038
C26 -1.167 -0.970 0.695  -0.397
C27 -1.576 0.332 -0.087  -0.116
O8 -0.543 0.751 -1.018  -0.221
C28 -0.819 1.889 -1.709  -0.127
N7 -0.038 -0.712 1.576  0.060
H69 -2.001 -2.451 1.907  0.063
H70 -3.187 -1.573 0.950  0.072
H71 -2.578 -0.953 2.511  0.074
H72 -0.729 -1.713 0.030  0.109
H73 -1.971 1.126 0.546  0.116
H74 -2.368 -0.012 -0.752  0.113
H75 -1.622 1.619 -2.395  0.088
H76 0.007 2.224 -2.337  0.081
H77 -1.139 2.724 -1.086  0.073
H78 0.457 0.001 1.059  0.044
H79 -0.479 -0.083 2.232  0.034
C29 0.611 0.365 5.536  -0.076
C30 1.467 -0.291 6.593  -0.363
O9 2.551 0.509 6.862  -0.061
H80 -0.276 -0.218 5.290  0.075
H81 1.120 0.419 4.574  0.045
H82 0.206 1.357 5.735  0.081
H83 1.749 -1.333 6.444  0.095
H84 0.935 -0.443 7.532  0.111
H85 3.181 0.018 7.394  0.091
C31 -4.017 3.675 0.385  -0.061
C32 -3.091 4.821 -0.010  -0.288
O10 -1.832 4.610 0.617  -0.129
H86 -4.277 3.801 1.436  0.074
H87 -3.603 2.694 0.154  0.058
H88 -4.863 3.798 -0.291  0.079
H89 -3.456 5.779 0.360  0.118
H90 -2.908 5.006 -1.069  0.106
H91 -1.413 5.473 0.575  0.079
C33 -0.958 2.198 -6.029  -0.089
C34 0.232 1.294 -5.852  -0.305
O11 -0.312 -0.038 -5.811  -0.127
H92 -1.642 1.980 -5.210  0.052
H93 -1.467 2.054 -6.982  0.084
H94 -0.628 3.234 -5.948  0.063
H95 0.650 1.320 -4.846  0.087
H96 0.938 1.504 -6.655  0.109
H97 -0.248 -0.407 -4.927  -0.013
C35 -0.086 5.383 -2.660  -0.065
C36 1.066 4.899 -3.519  -0.362
O12 1.336 5.670 -4.638  -0.035
H98 -1.019 5.435 -3.220  0.080
H99 0.137 6.410 -2.369  0.082
H100 -0.234 4.751 -1.784  0.040
H101 0.884 3.856 -3.778  0.083
H102 1.967 4.694 -2.940  0.081
H103 1.823 5.148 -5.280  0.094
C37 -3.125 2.804 4.745  -0.058
C38 -2.745 2.117 3.419  -0.297
O13 -1.486 1.424 3.500  -0.137
H104 -4.157 3.149 4.808  0.066
H105 -2.453 3.652 4.881  0.072
H106 -2.953 2.039 5.502  0.076
H107 -2.652 2.866 2.632  0.071
H108 -3.465 1.402 3.020  0.090
H109 -0.801 2.049 3.250  0.008
C39 -6.118 -0.526 3.493  -0.084
C40 -6.335 0.873 4.065  -0.320
O14 -7.728 1.084 4.225  -0.069
H110 -6.516 -0.624 2.482  0.065
H111 -6.610 -1.344 4.019  0.080
H112 -5.065 -0.788 3.391  0.052
H113 -5.826 1.673 3.527  0.091
H114 -5.904 0.875 5.066  0.111
H115 -8.105 1.071 3.342  0.080
C41 -3.181 -5.639 -0.745  -0.084
C42 -3.622 -4.777 0.426  -0.326
O15 -4.208 -5.620 1.388  -0.055
H116 -2.702 -6.574 -0.456  0.077
H117 -2.458 -5.151 -1.399  0.062
H118 -4.084 -5.966 -1.261  0.073
H119 -4.268 -3.981 0.058  0.090
H120 -2.770 -4.201 0.787  0.075
H121 -5.048 -5.992 1.107  0.089

=====

# 2
Here is C42H128CaN21O9P7 as an isolated structure in a non-equilibrium geometry from the Open Molecules 2025 dataset. Energies are from ωB97M-V with the def2-TZVPD basis set.

Results
Orbital gap ... 7.6972 eV
F_max ... 3.20 eV/A
Relative energy (zero: lowest compared OMol25 entry of this formula, charge and spin) ... 116.49 kJ/mol
HOMO energy ... -7.20 eV
2S+1 ... 1

Last column: Löwdin charge in e.
Atoms and positions in Å:
Ca1 0.220 0.428 -0.975  1.262
O1 0.317 0.932 -3.119  -0.563
H1 0.483 0.782 -4.070  -0.105
O2 0.133 -0.043 1.133  -0.553
H2 -0.279 -0.415 1.937  -0.116
O3 -2.142 -0.032 -1.113  -0.378
P1 -3.355 -0.898 -0.820  0.676
N1 -2.948 -2.517 -0.407  -0.285
C1 -1.901 -2.818 0.548  -0.107
C2 -3.883 -3.644 -0.581  -0.138
N2 -4.423 -1.139 -2.107  -0.316
C3 -5.496 -0.198 -2.278  -0.119
C4 -3.840 -1.630 -3.338  -0.093
N3 -4.193 -0.325 0.584  -0.291
C5 -3.425 0.523 1.553  -0.090
C6 -5.225 -1.139 1.179  -0.130
H3 -0.946 -2.530 0.109  0.056
H4 -1.801 -3.886 0.741  0.080
H5 -2.037 -2.288 1.491  0.073
H6 -3.299 -4.464 -0.997  0.074
H7 -4.751 -3.500 -1.225  0.072
H8 -4.281 -4.044 0.351  0.070
H9 -5.861 0.052 -1.282  0.068
H10 -5.156 0.627 -2.903  0.075
H11 -6.400 -0.618 -2.721  0.084
H12 -3.094 -0.932 -3.719  0.071
H13 -3.327 -2.575 -3.160  0.069
H14 -4.665 -1.727 -4.043  0.087
H15 -2.554 0.937 1.045  0.053
H16 -4.078 1.337 1.867  0.087
H17 -2.997 -0.095 2.342  0.066
H18 -5.762 -0.573 1.941  0.086
H19 -4.815 -2.041 1.634  0.071
H20 -5.963 -1.418 0.427  0.073
O4 0.940 -1.927 -1.561  -0.325
P2 1.786 -3.026 -2.105  0.627
N4 0.988 -4.046 -3.209  -0.280
C7 -0.169 -3.439 -3.983  -0.074
C8 1.465 -5.362 -3.785  -0.118
N5 2.525 -4.081 -0.964  -0.292
C9 1.866 -5.319 -0.497  -0.110
C10 3.646 -3.549 -0.173  -0.095
N6 3.194 -2.603 -3.002  -0.330
C11 3.970 -3.526 -3.826  -0.117
C12 3.565 -1.169 -3.174  -0.088
H21 0.215 -2.578 -4.530  0.075
H22 -0.907 -3.108 -3.252  0.056
H23 -0.672 -4.135 -4.654  0.077
H24 1.762 -5.240 -4.827  0.075
H25 0.668 -6.104 -3.831  0.070
H26 2.168 -5.856 -3.116  0.059
H27 1.497 -5.029 0.487  0.063
H28 1.074 -5.688 -1.147  0.065
H29 2.496 -6.189 -0.313  0.077
H30 4.005 -4.338 0.488  0.069
H31 4.436 -3.148 -0.807  0.073
H32 3.291 -2.767 0.499  0.061
H33 3.560 -3.443 -4.833  0.086
H34 4.995 -3.165 -3.741  0.080
H35 3.997 -4.492 -3.322  0.068
H36 4.187 -0.863 -2.333  0.065
H37 2.604 -0.663 -3.272  0.057
H38 4.132 -1.132 -4.105  0.075
O5 2.850 -2.282 6.375  -0.307
P3 3.132 -3.448 5.500  0.679
N7 4.697 -3.391 4.615  -0.301
C13 5.070 -4.253 3.474  -0.097
C14 5.618 -2.370 4.934  -0.182
N8 1.950 -3.569 4.174  -0.288
C15 1.900 -2.625 3.040  -0.109
C16 0.625 -4.251 4.372  -0.097
N9 3.154 -4.949 6.332  -0.298
C17 3.617 -4.922 7.691  -0.148
C18 2.977 -6.340 5.692  -0.076
H39 5.231 -5.302 3.721  0.067
H40 5.942 -3.887 2.931  0.084
H41 4.174 -4.210 2.855  0.040
H42 5.701 -1.543 4.228  0.074
H43 6.656 -2.696 5.001  0.074
H44 5.486 -2.019 5.957  0.074
H45 2.895 -2.243 2.810  0.069
H46 1.430 -3.091 2.174  0.070
H47 1.311 -1.739 3.273  0.064
H48 0.779 -5.057 5.090  0.050
H49 -0.041 -3.524 4.837  0.062
H50 0.180 -4.647 3.459  0.076
H51 3.082 -5.675 8.270  0.076
H52 4.629 -5.324 7.720  0.073
H53 3.664 -3.974 8.227  0.080
H54 2.344 -7.000 6.285  0.073
H55 3.918 -6.873 5.561  0.071
H56 2.416 -6.270 4.760  0.056
O6 -2.266 2.902 5.673  -0.292
P4 -1.365 1.986 6.441  0.548
N10 -2.193 1.379 7.811  -0.303
C19 -3.431 0.628 7.558  -0.124
C20 -2.257 2.140 9.105  -0.102
N11 0.135 2.487 6.965  -0.317
C21 0.642 3.595 6.175  -0.113
C22 1.049 1.718 7.865  -0.069
N12 -0.965 0.602 5.558  -0.282
C23 -0.902 0.657 4.089  -0.112
C24 -0.527 -0.694 6.200  -0.085
H57 -4.146 1.377 7.217  0.078
H58 -3.717 -0.026 8.381  0.081
H59 -3.380 -0.031 6.691  0.068
H60 -1.279 2.527 9.387  0.059
H61 -2.599 1.530 9.941  0.074
H62 -2.907 3.015 9.074  0.075
H63 1.598 3.935 6.575  0.083
H64 0.659 3.351 5.113  0.065
H65 -0.104 4.366 6.365  0.073
H66 0.444 1.238 8.634  0.063
H67 1.450 0.968 7.183  0.069
H68 1.860 2.249 8.362  0.081
H69 -0.079 1.269 3.717  0.074
H70 -0.923 -0.347 3.665  0.062
H71 -1.810 1.138 3.726  0.041
H72 -1.128 -1.495 5.771  0.064
H73 -0.715 -0.663 7.273  0.068
H74 0.529 -0.814 5.959  0.059
O7 -0.205 2.763 -0.546  -0.379
P5 -1.234 3.880 -0.404  0.599
N13 -0.519 5.348 -0.397  -0.271
C25 -1.264 6.606 -0.785  -0.090
C26 0.724 5.496 0.349  -0.120
N14 -2.053 3.819 1.029  -0.297
C27 -3.185 4.705 1.381  -0.082
C28 -1.324 3.390 2.218  -0.103
N15 -2.437 3.938 -1.643  -0.267
C29 -3.524 3.041 -1.556  -0.168
C30 -2.134 4.239 -3.085  -0.072
H75 -2.251 6.385 -1.191  0.067
H76 -0.766 7.380 -1.369  0.076
H77 -1.464 7.164 0.130  0.062
H78 1.310 4.578 0.314  0.054
H79 0.506 5.951 1.315  0.080
H80 1.405 6.225 -0.090  0.074
H81 -2.924 5.761 1.323  0.068
H82 -4.025 4.515 0.713  0.065
H83 -3.690 4.526 2.331  0.088
H84 -2.043 2.853 2.836  0.058
H85 -0.604 2.612 1.962  0.062
H86 -0.819 4.296 2.554  0.086
H87 -4.523 3.458 -1.680  0.092
H88 -3.293 2.108 -2.069  0.065
H89 -3.603 2.736 -0.512  0.053
H90 -1.417 3.519 -3.479  0.069
H91 -1.620 5.196 -3.167  0.068
H92 -3.000 4.130 -3.738  0.068
O8 -2.219 2.263 -8.834  -0.321
P6 -2.988 1.202 -8.091  0.613
N16 -2.655 -0.364 -8.747  -0.300
C31 -2.870 -1.597 -8.021  -0.162
C32 -1.693 -0.537 -9.889  -0.098
N17 -4.677 1.324 -8.174  -0.299
C33 -5.289 2.223 -9.134  -0.129
C34 -5.600 0.343 -7.470  -0.084
N18 -2.597 1.028 -6.408  -0.288
C35 -3.097 1.975 -5.347  -0.099
C36 -1.305 0.558 -5.890  -0.138
H93 -3.515 -2.307 -8.540  0.073
H94 -3.290 -1.351 -7.046  0.057
H95 -1.930 -2.136 -7.903  0.072
H96 -0.666 -0.392 -9.556  0.076
H97 -1.812 0.208 -10.675  0.068
H98 -1.931 -1.491 -10.359  0.075
H99 -6.005 1.812 -9.846  0.079
H100 -5.795 2.999 -8.559  0.075
H101 -4.490 2.761 -9.644  0.067
H102 -5.327 0.031 -6.462  0.058
H103 -6.626 0.710 -7.439  0.074
H104 -5.664 -0.563 -8.072  0.066
H105 -3.131 1.377 -4.436  0.065
H106 -2.475 2.847 -5.549  0.084
H107 -4.125 2.299 -5.505  0.072
H108 -1.381 0.258 -4.845  0.047
H109 -0.469 1.255 -5.929  0.082
H110 -0.866 -0.308 -6.385  0.071
O9 2.581 1.011 -0.819  -0.341
P7 3.610 2.048 -0.754  0.579
N19 3.460 3.048 0.647  -0.285
C37 4.324 4.261 0.800  -0.123
C38 2.971 2.407 1.940  -0.062
N20 3.611 3.120 -2.088  -0.279
C39 2.471 4.121 -2.201  -0.072
C40 3.876 2.491 -3.441  -0.079
N21 5.192 1.529 -0.502  -0.291
C41 6.341 2.347 -0.925  -0.113
C42 5.604 0.409 0.327  -0.128
H111 4.459 4.826 -0.122  0.066
H112 5.260 4.046 1.315  0.068
H113 3.898 4.870 1.597  0.067
H114 2.241 1.642 1.676  0.055
H115 2.607 3.169 2.629  0.069
H116 3.860 1.946 2.371  0.064
H117 1.509 3.626 -2.061  0.064
H118 2.713 4.967 -1.559  0.051
H119 2.577 4.585 -3.182  0.078
H120 4.023 3.329 -4.122  0.077
H121 4.659 1.733 -3.412  0.064
H122 2.931 1.976 -3.614  0.063
H123 6.617 2.062 -1.940  0.068
H124 6.145 3.413 -1.042  0.063
H125 7.147 2.135 -0.223  0.081
H126 6.407 -0.191 -0.101  0.077
H127 4.793 -0.291 0.527  0.071
H128 5.977 0.663 1.320  0.074